Molecular formula: C4H12BrCl4N
Method: DFT, ωB97M-V/def2-TZVPD

The geometry in XYZ format:
```
22
Properties=species:S:1:pos:R:3
N -1.86019 -0.14828 4.16491
H -1.75826 -1.15306 4.15354
H -2.79857 0.05657 3.85253
H -1.13191 0.17477 3.54415
H -1.80640 0.24015 5.09568
Br -0.51627 0.12078 1.35318
Cl 2.26002 -3.53473 -2.75992
C 1.66274 -3.63944 -1.13277
C 1.45565 -2.13753 -0.58686
Cl 3.10199 -1.51158 -0.30499
H 2.31367 -4.22130 -0.48022
H 0.74733 -4.22767 -1.19691
H 0.86001 -2.19540 0.32416
H 0.93997 -1.46280 -1.27017
Cl -1.62627 2.61422 -3.53698
C -1.01932 3.48366 -2.12262
C 0.01523 2.62249 -1.39417
Cl 1.37973 2.14954 -2.48705
H -1.81669 3.58320 -1.38615
H -0.45533 4.40480 -2.26926
H -0.38705 1.67200 -1.04367
H 0.43991 3.10961 -0.51642
```

Results
- Spin multiplicity: 2
- Highest occupied orbital energy (spin up / spin down): -0.591 / -5.184 eV
- Charge: -1
- Gap between HOMO and LUMO (spin up / spin down): 0.127 / 0.296 Ha

natural (NBO) population analysis, charges in e, atoms 1 to 4: number 1, N, carries -1.386; number 2, H, carries 0.349; number 3, H, carries 0.331; number 4, H, carries 0.434

Molecular formula: C27H46ILuN2O7P2S2
Method: DFT, ωB97M-V/def2-TZVPD

The geometry in XYZ format:
```
88
Properties=species:S:1:pos:R:3
C -1.46798 -3.14901 4.59902
S -0.98036 -3.99834 3.02600
O -1.46624 -5.37263 2.91179
O 0.49898 -4.05844 3.07982
P -1.43399 -2.75935 1.20465
C -1.62180 -4.18374 -0.01653
C -2.89882 -5.09993 0.07043
C -4.05161 -4.72602 -0.98523
I -4.10121 -6.01620 -2.70648
P -3.63882 -2.45661 1.68313
N -4.20446 -3.46379 2.78859
O -1.21289 -1.22998 1.99977
C -0.09795 -0.57958 1.33103
C -0.46555 0.77917 0.59648
C -1.87510 1.26757 1.16794
C -2.27106 2.66730 0.49785
C -1.74845 3.87863 1.35720
N -2.39012 5.14242 0.91573
C -2.08438 6.44421 1.31700
C -2.94820 7.42114 0.65780
C -3.86336 6.67378 -0.24207
C -3.43668 5.29613 0.00173
C 0.88650 -1.61193 0.57038
C 0.77028 -1.62778 -1.02789
C 2.05836 -1.07611 -1.70271
C 1.62083 -0.71525 -3.25280
C 1.15512 0.78462 -3.32034
S -0.57707 0.99413 -3.88372
O -1.17872 -0.22873 -4.38639
O -1.40889 1.53869 -2.80972
O -0.60515 2.12800 -5.08703
C 2.37448 -1.60696 1.17206
C 3.01412 -0.14536 1.33185
C 4.62237 -0.06558 1.15971
C 4.97203 0.92923 -0.03686
C 5.92445 0.56488 -1.12559
C 6.18200 1.56814 -2.27673
C 5.53292 2.87180 -2.33737
C 4.62679 3.21875 -1.23947
C 4.37435 2.27246 -0.14133
O 0.25868 -2.89043 0.88235
H -2.45139 -3.61770 4.89492
H -1.67939 -2.05969 4.46280
H -0.75920 -3.37542 5.43671
H -1.72925 -1.90641 0.04889
H -0.71434 -4.84694 0.08344
H -1.56407 -3.76865 -1.06394
H -2.56635 -6.12802 -0.26195
H -3.32719 -5.26204 1.09289
H -5.01068 -4.75950 -0.39135
H -3.94402 -3.64485 -1.28999
H -3.72928 -1.13670 2.23937
H -4.34747 -2.41808 0.45275
H -4.49845 -2.90872 3.60220
H 0.47005 -0.19936 2.23391
H 0.31372 1.56360 0.81334
H -0.60776 0.68711 -0.51126
H -1.74415 1.43500 2.26722
H -2.70047 0.56021 0.90994
H -1.78126 2.72766 -0.51256
H -3.38659 2.64591 0.39104
H -0.64046 3.97521 1.19633
H -1.90532 3.69352 2.45310
H -1.27796 6.73692 2.03221
H -2.96898 8.53070 0.76343
H -4.66746 7.03773 -0.91215
H -3.95586 4.46190 -0.51604
H 0.70384 -2.71660 -1.31516
H -0.18182 -1.16483 -1.39567
H 2.83828 -1.92025 -1.73284
H 2.44078 -0.11487 -1.26921
H 0.81211 -1.44575 -3.53962
H 2.50776 -0.85493 -3.98905
H 1.81376 1.34363 -4.04116
H 1.22425 1.30030 -2.32091
H 0.24646 2.12551 -5.56926
H 3.05027 -2.30831 0.60829
H 2.29945 -2.03640 2.21241
H 2.81940 0.17386 2.39619
H 2.46126 0.55587 0.65406
H 5.03518 -1.06866 0.85717
H 5.11650 0.29734 2.10189
H 6.46958 -0.41349 -1.14747
H 6.87550 1.31728 -3.12079
H 5.72319 3.55494 -3.19666
H 4.10437 4.20620 -1.22059
H 3.67358 2.58378 0.66559
Lu 4.29647 -0.81731 -3.29654
```

Results
- Highest occupied orbital energy: -11.594 eV
- Charge: +2
- Gap between HOMO and LUMO: 0.055 Ha

Mulliken population analysis, charges in e, atoms 1 to 4: number 1, C, carries -0.898; number 2, S, carries 1.384; number 3, O, carries -0.577; number 4, O, carries -0.567

Molecular formula: C3H3F2N
Method: DFT, ωB97M-V/def2-TZVPD

The geometry in XYZ format:
```
9
Properties=species:S:1:pos:R:3
C -1.44708 0.11075 0.42229
C -0.14874 0.10250 0.18627
F 0.61424 1.20420 0.02052
F 0.56721 -1.00385 -0.11647
H -2.03958 1.01256 0.39708
H -1.75189 -0.87903 0.64581
C 3.45242 -0.30104 -0.17170
N 4.20522 0.34169 0.40259
H 2.72458 -0.94396 -0.61668
```

Results
- Highest occupied orbital energy: -10.568 eV
- SMILES string: C=C(F)F.C#N
- Gap between HOMO and LUMO: 0.417 Ha

natural (NBO) population analysis, charges in e, atoms 1 to 4: number 1, C, carries -0.582; number 2, C, carries 0.750; number 3, F, carries -0.313; number 4, F, carries -0.328

Molecular formula: C4H13NO3
Method: DFT, ωB97M-V/def2-TZVPD

The geometry in XYZ format:
```
21
Properties=species:S:1:pos:R:3
N 1.43704 0.48555 -0.30863
C 0.54578 -0.61022 -0.67350
C 1.03431 -1.85525 0.15155
O 2.37657 -2.05200 -0.16762
C -0.88980 -0.20863 -0.17577
C -1.55874 0.79284 -1.04899
O -2.91793 0.80535 -0.95990
H 2.30393 0.27956 -0.71561
H 1.02076 1.30632 -0.70569
H 0.60302 -0.99113 -1.66234
H 0.47214 -2.77099 -0.12995
H 0.68436 -1.59029 1.15983
H 2.99257 -1.80860 0.60187
H -0.82942 0.21928 0.88430
H -1.76179 -0.86765 -0.07750
H -1.35921 0.51337 -2.11587
H -1.07352 1.82706 -0.96606
H -3.41258 1.42312 -0.31540
O 0.12724 2.05382 2.52897
H 0.84912 1.42519 2.32175
H -0.64384 1.62328 2.37457
```

Results
- Highest occupied orbital energy: -9.623 eV
- SMILES string: N[C@@H](CO)CCO.O
- Gap between HOMO and LUMO: 0.378 Ha

natural (NBO) population analysis, charges in e, atoms 1 to 4: number 1, N, carries -0.845; number 2, C, carries -0.071; number 3, C, carries -0.061; number 4, O, carries -0.731

Molecular formula: C17H15ClN4O4S
Method: DFT, ωB97M-V/def2-TZVPD

The geometry in XYZ format:
```
42
Properties=species:S:1:pos:R:3
C -4.98828 -1.27537 3.23600
C -5.10287 -0.59275 1.92487
C -4.19902 0.08877 1.16235
C -4.95908 0.50043 0.03424
N -4.49800 1.19491 -1.05314
S -3.15424 2.20534 -0.93610
O -3.09391 2.82325 0.35282
O -3.20604 3.02402 -2.10647
C -1.82443 1.02826 -1.08414
C -1.79074 0.18920 -2.18243
C -0.75971 -0.71816 -2.31208
C 0.25325 -0.78561 -1.34795
N 1.26412 -1.71950 -1.51841
C 2.58052 -1.74309 -1.07136
O 3.20053 -2.77956 -1.09398
N 3.06379 -0.52326 -0.69220
C 4.32447 -0.22141 -0.17273
C 5.26299 -1.19414 0.15809
C 6.48435 -0.81372 0.68312
C 6.79362 0.51968 0.88939
C 5.85115 1.47977 0.55858
Cl 6.20620 3.15359 0.80535
C 4.62293 1.12450 0.03215
C 0.18610 0.05256 -0.23023
C -0.85014 0.96030 -0.10828
N -6.19878 0.08281 0.13093
O -6.29144 -0.60110 1.30298
H -5.60238 -0.76438 3.97593
H -5.34493 -2.30048 3.15611
H -3.95404 -1.27207 3.56488
H -3.17139 0.29383 1.36488
H -5.20794 1.48372 -1.70793
H -2.56907 0.26256 -2.92420
H -0.72311 -1.38212 -3.16253
H 1.02282 -2.54567 -2.04956
H 2.48416 0.28023 -0.89286
H 5.03355 -2.23324 -0.00474
H 7.20958 -1.57149 0.93609
H 7.74680 0.81295 1.29822
H 3.90292 1.88947 -0.21830
H 0.91666 -0.03205 0.55946
H -0.92098 1.61902 0.74316
```

Results
- Highest occupied orbital energy: -8.876 eV
- SMILES string: Cc1cc(NS(=O)(=O)c2ccc(NC(=O)Nc3cccc(Cl)c3)cc2)no1
- Gap between HOMO and LUMO: 0.328 Ha

natural (NBO) population analysis, charges in e, atoms 1 to 4: number 1, C, carries -0.664; number 2, C, carries 0.362; number 3, C, carries -0.398; number 4, C, carries 0.300

Molecular formula: C25H26Cl4IrN6O2
Method: DFT, ωB97M-V/def2-TZVPD

The geometry in XYZ format:
```
64
Properties=species:S:1:pos:R:3
Ir -0.11580 -0.98646 0.40541
Cl 4.01073 -0.94583 5.79934
C 2.71390 -0.65561 4.74462
C 2.70033 -1.28573 3.52309
C 1.62978 -1.05237 2.65878
N 1.49865 -1.55848 1.40167
C 2.26993 -2.56739 0.85140
O 3.02001 -3.30462 1.43539
C 2.04007 -2.64348 -0.64053
C 2.87536 -3.36559 -1.46686
C 2.67292 -3.29438 -2.83658
C 1.65988 -2.48924 -3.33004
C 0.85266 -1.80031 -2.44330
N 1.02463 -1.89110 -1.12227
C 0.53385 -0.17575 3.06202
C 0.58447 0.46449 4.31017
C 1.65434 0.23290 5.13327
Cl 1.71800 1.02178 6.63801
N -0.47668 -0.09193 2.16325
C -1.60168 0.70544 2.31506
O -1.75968 1.58650 3.11852
C -2.65700 0.32351 1.31477
C -3.95526 0.77387 1.45016
C -4.90085 0.35583 0.53019
C -4.50540 -0.48655 -0.49737
C -3.18237 -0.88355 -0.57742
N -2.26618 -0.49849 0.32098
H 3.50096 -1.95556 3.25572
H 3.67037 -3.94693 -1.01993
H 3.31059 -3.84702 -3.51347
H 1.48705 -2.39582 -4.39297
H 0.05058 -1.15981 -2.78460
H -0.19876 1.13348 4.62433
H -4.18822 1.43310 2.27525
H -5.92885 0.68291 0.60997
H -5.20972 -0.83864 -1.23825
H -2.84267 -1.53283 -1.36848
Cl -0.88535 -3.30392 1.08930
C -1.55061 -4.47562 -0.12800
Cl -1.64909 -3.85845 -1.75782
H -2.53514 -4.74130 0.23689
H -0.86141 -5.31119 -0.10828
C -2.15929 2.51487 -1.28641
C -1.12680 1.63190 -1.96656
N 0.22998 2.14994 -1.81380
C 0.56584 3.31300 -2.66883
C 0.46047 4.66427 -1.97094
C 1.10142 1.66985 -0.93883
C 2.48875 2.26352 -0.94839
N 0.91757 0.70085 -0.04928
H -3.15757 2.10540 -1.43470
H -2.15672 3.51696 -1.71058
H -1.96484 2.60078 -0.21773
H -1.33430 1.56391 -3.03634
H -1.14447 0.62037 -1.57251
H -0.12923 3.27618 -3.50600
H 1.55967 3.16856 -3.08615
H -0.57454 4.95580 -1.80713
H 0.92438 5.42747 -2.59486
H 0.96182 4.67282 -1.00441
H 2.92507 2.16804 -1.94201
H 3.13659 1.74639 -0.24576
H 2.47882 3.31940 -0.68866
H 1.78903 0.57985 0.44849
```

Results
- Spin multiplicity: 2
- Highest occupied orbital energy (spin up / spin down): -13.427 / -14.179 eV
- Charge: +2
- Gap between HOMO and LUMO (spin up / spin down): 0.272 / 0.224 Ha

natural (NBO) population analysis, charges in e, atoms 1 to 4: number 1, Ir, carries 1.086; number 2, Cl, carries 0.151; number 3, C, carries -0.001; number 4, C, carries -0.274

Molecular formula: C5H9NO
Method: DFT, ωB97M-V/def2-TZVPD

The geometry in XYZ format:
```
16
Properties=species:S:1:pos:R:3
C 2.09313 -0.51188 0.23854
C 1.02238 0.50346 -0.13022
C -0.09257 0.06538 -1.10654
N -1.11519 0.37113 -0.06612
C -2.47089 -0.36054 0.32531
C -0.09242 0.67793 0.90111
O -0.17108 0.89208 2.07101
H 1.64793 -1.48415 0.47566
H 2.65138 -0.17153 1.11538
H 2.79831 -0.65199 -0.58630
H 1.46883 1.46932 -0.39158
H -0.21450 0.65658 -2.01568
H -0.10911 -1.00564 -1.32943
H -1.96803 1.03335 -0.05467
H -2.79439 -0.77369 -0.63670
H -2.18119 -1.17050 1.00336
```

Results
- Highest occupied orbital energy: -7.401 eV
- Gap between HOMO and LUMO: 0.289 Ha

natural (NBO) population analysis, charges in e, atoms 1 to 4: number 1, C, carries -0.604; number 2, C, carries -0.330; number 3, C, carries -0.210; number 4, N, carries -0.555

Molecular formula: C46H58ClFLuN5O7P2STe2
Method: DFT, ωB97M-V/def2-TZVPD

The geometry in XYZ format:
```
124
Properties=species:S:1:pos:R:3
Lu 1.97866 -0.12515 -3.33957
O 3.38861 1.07240 4.53494
C 2.46989 1.60301 3.98849
C 1.28174 1.87941 4.67414
C 1.38421 1.62621 6.08784
C 0.36009 1.84934 6.98010
C -0.94665 2.15466 6.57576
C -1.13982 2.18716 5.21234
C -0.00406 2.11005 4.26625
P -0.50846 1.40133 2.56358
C -0.12074 2.67612 1.18486
C -0.20828 1.96763 -0.07697
C 0.12050 2.56412 -1.29188
C 0.42882 3.95807 -1.37706
C 0.44398 4.67486 -0.16783
C 0.33770 4.01022 1.10663
C -2.38468 1.77130 2.71054
C -3.13916 0.62016 3.00301
C -4.57460 0.90221 3.11474
C -5.07341 2.40714 2.67553
C -4.20719 3.21695 2.15100
C -2.72115 2.95104 2.19225
H 2.40907 1.27330 6.48536
H 0.41211 1.74575 7.97338
H -1.41369 2.46856 7.45870
H -2.08278 2.50516 5.08109
H -0.47564 0.87533 -0.08867
H 0.31337 2.02676 -2.19268
H 0.63357 4.33170 -2.36808
H 0.75165 5.81986 -0.12833
H 0.22344 4.59638 2.05813
H -2.90072 -0.60870 3.08929
H -5.37531 0.99474 4.24292
H -6.03159 2.48880 2.87664
H -4.49215 4.32165 1.93803
H -2.22195 4.09033 2.19606
O 3.57564 2.04851 0.58688
H 2.92362 1.64339 -0.02082
H 4.42166 2.02683 0.13739
O 1.65760 0.24270 -1.36336
H 1.44431 -0.51758 -0.87331
H 2.59795 1.95689 2.90645
F 1.46126 1.87888 -3.93472
Te 1.94118 -2.93533 -3.94415
C -6.24684 0.22555 0.30319
C -5.77089 -0.60755 -1.01806
C -6.99097 -0.25974 -2.13143
C -5.74846 -2.11650 -0.73061
C -4.41686 0.01941 -1.54569
O -4.64300 1.35998 -1.81228
C -3.18457 -0.14891 -0.36942
C -2.68917 -1.40239 0.36870
C -2.19386 -2.77342 -0.00943
C -0.99298 -2.97389 -0.71685
C -0.46534 -4.31206 -1.03860
C -1.36171 -5.35589 -0.61681
Cl -0.83797 -6.97830 -1.20139
C -2.51914 -5.18882 0.09548
C -2.86582 -3.82569 0.44497
C -4.05426 -0.78339 -2.86082
N -2.85000 -0.29961 -3.54589
C -1.60774 -0.83430 -3.36151
N -0.74125 -0.02969 -3.86037
C -1.44056 1.01063 -4.39173
N -2.73082 0.88493 -4.10065
H -5.63927 -0.16989 1.17125
H -7.23459 -0.24401 0.73844
H -5.92950 1.44382 0.09217
H -7.97253 -0.65336 -1.99449
H -6.68294 -0.57896 -3.34252
H -7.05300 0.72721 -2.05115
H -6.39155 -3.14211 -1.39317
H -5.92956 -2.43675 0.31270
H -4.72893 -2.37605 -0.58990
H -4.16367 1.43591 -2.63444
H -3.47585 0.69159 0.16018
H -2.38306 0.59628 -1.11552
H -3.81045 -1.64507 0.84230
H -1.94791 -1.01933 1.08248
H -0.39868 -2.23774 -1.14664
H 0.48687 -4.27853 -1.53157
H -3.13605 -6.05692 0.14886
H -3.70306 -3.68705 1.09963
H -4.70828 -0.61098 -3.67044
H -3.88257 -1.78798 -2.75513
H -1.38400 -1.82113 -3.02822
H -1.20046 1.98699 -4.98001
C 4.32712 4.60846 -1.36548
C 4.09391 3.47959 -2.34416
O 4.88853 2.36661 -2.03747
P 5.32614 1.30670 -3.17206
O 4.06446 0.43397 -3.47208
Te 6.35996 2.22973 -5.12859
O 6.46401 0.44865 -2.41526
C 6.24841 -0.24197 -1.16270
C 7.13237 -1.44508 -1.04292
H 4.77985 5.47504 -1.85295
H 5.07346 4.33701 -0.58759
H 3.37614 4.91440 -0.91247
H 4.25633 3.96056 -3.30799
H 3.02704 3.25289 -2.23053
H 5.18269 -0.52937 -1.08871
H 6.39099 0.51583 -0.40031
H 6.84627 -2.12965 -1.82067
H 6.92610 -1.97891 -0.06188
H 8.18300 -1.07720 -1.07005
N 5.32777 -4.44689 -2.76295
C 5.14137 -4.34091 -1.42754
S 6.33893 -4.83583 -0.33806
N 3.97504 -3.89568 -1.02009
C 3.53464 -3.40677 0.24758
C 3.40839 -4.19830 1.38782
C 2.76621 -3.70027 2.53002
C 2.26939 -2.32839 2.49560
C 2.47792 -1.55040 1.36568
C 3.01450 -2.11549 0.17964
H 6.19190 -4.94790 -3.11298
H 4.80501 -3.79130 -3.39838
H 3.34504 -3.61538 -1.74461
H 3.67873 -5.20679 1.47054
H 2.50311 -4.13347 3.47802
H 1.67395 -1.87760 3.33348
H 2.09193 -0.55268 1.31563
H 3.19204 -1.48167 -0.72600
```

Results
- Highest occupied orbital energy: -1.621 eV
- Charge: -2
- Gap between HOMO and LUMO: 0.153 Ha

Mulliken population analysis, charges in e, atoms 1 to 4: number 1, Lu, carries 0.806; number 2, O, carries -0.580; number 3, C, carries 0.270; number 4, C, carries 0.566